(1)
ORCA calculation (wB97M-V/def2-TZVPD) on a cluster of 2 separate species, C4H10ClN2 in total.

Last column: natural (NBO) charge in e.
Element x y z (Å)
C1 -0.842 -1.649 0.691  -0.202
C2 -1.319 -1.441 -0.647  -0.246
C3 2.584 0.724 0.645  -0.605
C4 -0.292 0.787 0.251  0.241
N1 -0.811 1.587 -0.592  -0.711
N2 -0.293 -0.549 -0.082  -0.525
Cl1 2.792 -0.697 -0.365  -0.014
H1 -1.456 -1.337 1.512  0.251
H2 -0.052 -2.357 0.935  0.250
H3 -0.990 -2.135 -1.561  0.260
H4 -2.200 -0.873 -0.920  0.243
H5 2.306 0.312 1.579  0.219
H6 3.607 0.963 0.872  0.257
H7 1.676 1.372 0.290  0.241
H8 -1.185 1.692 -1.506  0.424
H9 -0.598 2.447 -0.075  0.442
H10 0.748 -0.851 -0.446  0.475

Cartesian forces, eV/Å:
C 0.57 -0.21 1.80
C 0.04 -1.30 -4.53
C -1.10 0.29 0.24
C -0.25 0.00 1.71
N 0.83 2.90 1.87
N 3.27 -3.27 -2.54
Cl -0.33 -0.97 -1.15
H -0.23 0.09 0.35
H -0.59 -0.31 -0.16
H -0.55 1.58 2.32
H -0.44 -0.39 0.62
H -0.88 -0.25 1.03
H 0.20 1.60 -0.61
H 2.75 -0.69 0.60
H -0.53 -0.81 -1.15
H -0.93 0.70 -1.39
H -1.82 1.05 1.00

HOMO energy ... -13.5083 eV
ΔE to the lowest compared entry with this formula, charge and spin ... 112.3 kcal/mol
Net charge ... +1
Frontier orbital gap ... 0.36440 Eh

***

(2)
ORCA calculation (wB97M-V/def2-TZVPD) on a structure of composition C14H13IrNS.

Last column: Mulliken spin population.
Element x y z (Å)
Ir1 1.463 0.663 0.547  1.776
C1 3.325 0.788 0.989  -0.019
H1 3.537 1.774 0.558  0.070
H2 3.400 0.862 2.074  0.027
H3 3.981 0.023 0.573  0.044
H4 0.646 1.369 1.856  0.012
H5 1.214 0.806 2.249  -0.009
S1 -2.459 -0.517 -1.265  0.178
C2 -2.816 0.376 0.230  0.215
C3 -4.044 0.701 0.793  -0.074
C4 -4.069 1.395 2.002  0.226
C5 -2.885 1.730 2.681  0.168
C6 -1.650 1.396 2.127  0.002
C7 -1.620 0.757 0.892  0.239
N1 -0.476 0.313 0.181  0.167
C8 -0.768 -0.413 -0.912  0.534
C9 0.320 -1.044 -1.576  -0.073
C10 0.242 -1.820 -2.765  0.334
C11 1.402 -2.328 -3.329  0.205
C12 2.629 -2.104 -2.722  0.173
C13 2.747 -1.349 -1.524  0.150
C14 1.570 -0.804 -0.980  0.626
H6 -4.947 0.406 0.270  0.000
H7 -5.009 1.693 2.450  0.008
H8 -2.888 2.248 3.634  0.000
H9 -0.720 1.623 2.655  -0.011
H10 -0.725 -1.967 -3.228  0.019
H11 1.356 -2.903 -4.261  0.000
H12 3.549 -2.505 -3.164  0.015
H13 3.691 -1.169 -1.034  -0.001

Cartesian forces, eV/Å:
Ir -0.59 -1.49 -2.60
C 1.62 -0.34 1.36
H 0.28 0.34 -0.17
H 0.99 0.06 -0.10
H 0.15 0.13 0.22
H 0.43 0.21 0.61
H -0.04 0.23 0.10
S -1.34 0.53 0.66
C -0.59 -0.50 -0.87
C -0.27 0.02 -0.03
C -0.89 -0.41 -0.83
C 1.90 -0.12 -0.24
C -0.26 0.38 0.51
C 2.31 -1.06 -0.92
N -1.93 1.92 2.99
C 0.91 -1.94 -2.19
C -2.34 0.15 0.18
C -1.37 0.88 0.99
C 1.27 -0.50 -0.50
C 1.57 0.16 0.52
C -0.20 -1.03 -1.64
C -0.06 2.35 1.77
H -0.08 0.16 0.24
H -0.07 -0.12 -0.14
H -0.25 -0.07 -0.07
H -0.85 0.09 0.00
H 0.05 -0.08 -0.18
H 0.00 0.18 0.39
H -0.51 0.12 0.16
H 0.17 -0.22 -0.23

HOMO energy (spin up / spin down) ... -13.1281 / -16.2976 eV
ΔE to the lowest compared entry with this formula, charge and spin ... 16.9 kcal/mol
Spin multiplicity ... 6
Net charge ... +2
Frontier orbital gap (spin up / spin down) ... 0.21853 / 0.19195 Eh
⟨S²⟩ ... 8.79

***

(3)
ORCA calculation (wB97M-V/def2-TZVPD) on the molecule C25H26N2O5S.

Last column: natural (NBO) charge in e.
Element x y z (Å)
C1 0.432 6.310 6.107  -0.627
C2 0.490 5.020 5.348  0.002
C3 1.704 4.364 5.170  -0.228
C4 1.758 3.182 4.463  -0.164
C5 0.610 2.627 3.900  -0.026
C6 0.767 1.381 3.129  0.195
C7 0.182 1.232 1.850  -0.205
C8 0.362 0.061 1.157  -0.101
C9 -0.323 -0.076 -0.155  0.790
O1 -0.344 0.770 -1.013  -0.581
O2 -1.011 -1.229 -0.243  -0.486
C10 -1.645 -1.449 -1.487  -0.178
C11 -0.582 -1.773 -2.540  0.674
O3 0.564 -2.011 -2.213  -0.630
N1 -0.995 -1.788 -3.828  -0.440
C12 -2.370 -1.530 -4.199  -0.446
C13 0.040 -2.044 -4.824  -0.056
C14 0.148 -3.545 -5.172  -0.422
C15 -0.971 -3.919 -6.115  -0.656
S1 -1.080 -2.454 -7.205  2.145
O4 -2.453 -2.037 -7.336  -0.949
O5 -0.343 -2.674 -8.415  -0.933
C16 -0.160 -1.291 -6.122  -0.670
C17 1.176 -0.961 1.710  -0.012
C18 1.501 -2.166 1.056  -0.201
C19 2.309 -3.084 1.670  -0.216
C20 2.830 -2.842 2.951  -0.189
C21 2.556 -1.672 3.601  -0.202
C22 1.732 -0.699 2.995  0.141
N2 1.511 0.445 3.666  -0.404
C23 -0.621 3.257 4.096  0.001
C24 -1.915 2.681 3.599  -0.639
C25 -0.653 4.445 4.816  -0.216
H1 0.881 6.192 7.093  0.220
H2 0.990 7.083 5.579  0.220
H3 -0.594 6.647 6.229  0.213
H4 2.606 4.784 5.591  0.209
H5 2.696 2.667 4.325  0.222
H6 -0.391 2.034 1.415  0.232
H7 -2.318 -2.296 -1.340  0.221
H8 -2.208 -0.555 -1.776  0.220
H9 -3.043 -2.196 -3.656  0.203
H10 -2.648 -0.498 -3.970  0.206
H11 -2.519 -1.688 -5.264  0.249
H12 0.975 -1.741 -4.337  0.266
H13 0.130 -4.132 -4.253  0.240
H14 1.108 -3.710 -5.664  0.225
H15 -1.931 -4.040 -5.623  0.239
H16 -0.748 -4.782 -6.732  0.260
H17 0.785 -1.099 -6.620  0.265
H18 -0.725 -0.371 -6.019  0.260
H19 1.127 -2.346 0.061  0.245
H20 2.558 -4.004 1.163  0.214
H21 3.463 -3.586 3.414  0.213
H22 2.959 -1.452 4.576  0.226
H23 -2.184 3.115 2.636  0.218
H24 -2.717 2.910 4.298  0.221
H25 -1.851 1.601 3.485  0.222
H26 -1.607 4.931 4.971  0.201

Cartesian forces, eV/Å:
C 0.03 0.00 -0.01
C -0.05 -0.06 -0.02
C -0.05 -0.02 -0.02
C -0.04 0.02 -0.04
C -0.05 0.38 0.21
C 0.07 -0.35 -0.10
C 0.08 -0.44 -0.30
C 0.10 0.32 0.39
C -0.16 0.34 -0.26
O 0.02 -0.14 0.11
O -0.03 -0.21 0.17
C 0.07 0.26 -0.14
C -0.27 0.00 0.08
O 0.26 -0.08 0.19
N 0.20 0.00 -0.17
C -0.32 0.19 0.22
C 0.58 -0.19 0.50
C 0.29 0.04 0.36
C 0.09 0.68 -0.32
S -0.23 0.00 -0.21
O -0.19 0.05 0.17
O 0.48 -0.15 -0.06
C -0.40 -0.56 -0.28
C 0.06 0.22 0.40
C 0.12 -0.31 -0.06
C -0.15 0.07 -0.24
C 0.05 0.15 0.25
C 0.09 -0.21 -0.07
C -0.13 -0.38 -0.63
N -0.05 0.45 0.37
C 0.15 -0.10 -0.04
C -0.01 0.02 -0.04
C 0.14 0.05 0.04
H 0.00 0.06 0.08
H 0.01 0.10 0.02
H -0.04 0.06 0.04
H 0.11 0.04 0.04
H 0.09 -0.04 0.00
H -0.07 0.06 -0.04
H 0.04 0.09 -0.05
H 0.00 -0.23 0.01
H -0.08 0.00 -0.08
H -0.07 -0.01 -0.07
H -0.10 0.03 0.20
H -0.23 -0.05 -0.26
H 0.06 0.00 -0.05
H 0.06 -0.05 0.02
H -0.12 0.04 0.01
H -0.05 -0.02 -0.15
H 0.06 -0.03 -0.04
H -0.11 0.06 -0.10
H -0.04 -0.04 -0.08
H 0.00 -0.06 -0.07
H 0.05 -0.03 0.06
H 0.03 0.03 0.10
H -0.09 -0.05 -0.08
H -0.05 -0.01 0.01
H -0.10 -0.04 -0.02
H -0.11 0.05 0.04

HOMO energy ... -8.4077 eV
ΔE to the lowest compared entry with this formula, charge and spin ... 12.1 kcal/mol
SMILES string ... Cc1ccc(-c2cc(C(=O)OCC(=O)N(C)[C@H]3CCS(=O)(=O)C3)c3ccccc3n2)c(C)c1
Frontier orbital gap ... 0.30708 Eh

***

(4)
ORCA calculation (wB97M-V/def2-TZVPD) on the ion CHINOS with charge -1.

Last column: natural (NBO) charge in e.
Element x y z (Å)
O1 0.162 1.737 0.063  -0.654
C1 -0.391 0.657 0.078  0.443
S1 -2.058 0.417 0.074  -0.503
N1 0.170 -0.614 0.127  -0.792
I1 2.238 -0.775 0.070  0.093
H1 -0.121 -1.423 -0.412  0.413

Cartesian forces, eV/Å:
O 1.51 -0.41 0.25
C -1.41 0.53 -0.66
S -1.93 -0.26 -0.10
N 2.29 -0.90 0.38
I 0.35 0.16 -0.02
H -0.81 0.88 0.15

HOMO energy ... -3.3739 eV
ΔE to the lowest compared entry with this formula, charge and spin ... 12.7 kcal/mol
SMILES string ... [O-]C(=S)NI
Net charge ... -1
Frontier orbital gap ... 0.22941 Eh

***

(5)
ORCA calculation (wB97M-V/def2-TZVPD) on a structure of composition C17H17MoN9S2.

Last column: Mulliken spin population.
Element x y z (Å)
Mo1 -0.622 0.623 0.062  1.069
S1 6.631 2.381 -0.790  0.000
N1 5.945 1.019 -0.289  0.000
C1 4.653 1.266 -0.156  0.001
C2 3.653 0.325 0.296  -0.001
C3 3.936 -0.977 0.727  0.001
C4 2.907 -1.785 1.164  -0.004
C5 1.606 -1.309 1.113  0.012
N2 1.311 -0.067 0.705  0.030
C6 2.333 0.764 0.346  0.013
C7 1.967 2.126 -0.012  -0.029
N3 0.642 2.432 0.057  0.010
C8 0.272 3.690 -0.210  -0.023
C9 1.183 4.682 -0.548  0.004
C10 2.517 4.358 -0.682  0.000
C11 2.929 3.045 -0.423  -0.002
C12 4.299 2.591 -0.509  -0.001
N4 5.336 3.324 -0.877  0.000
H1 4.962 -1.326 0.719  0.000
H2 3.098 -2.784 1.528  0.000
H3 0.773 -1.928 1.419  -0.003
H4 -0.786 3.910 -0.156  -0.004
H5 0.832 5.689 -0.725  0.000
H6 3.253 5.095 -0.979  0.000
C13 -1.865 -3.863 -1.514  0.000
N5 -2.774 -3.142 -0.614  -0.001
C14 -4.003 -3.840 -0.204  0.000
C15 -2.445 -1.939 -0.166  0.001
N6 -1.272 -1.369 -0.307  -0.040
N7 -3.454 -1.243 0.507  -0.003
C16 -3.345 -0.114 1.247  0.011
N8 -4.382 0.232 1.986  0.001
N9 -2.233 0.640 1.221  0.030
H7 -2.449 -4.566 -2.100  0.000
H8 -1.111 -4.419 -0.954  0.000
H9 -1.387 -3.176 -2.212  0.000
H10 -3.868 -4.902 -0.386  0.000
H11 -4.867 -3.509 -0.785  0.000
H12 -4.186 -3.729 0.865  0.000
H13 -0.596 -1.998 -0.723  0.004
H14 -4.369 -1.672 0.476  0.001
H15 -5.194 -0.359 2.097  0.000
H16 -4.407 1.109 2.487  0.001
H17 -2.258 1.374 1.926  0.017
S2 -1.820 1.960 -2.967  0.008
C17 -1.345 1.379 -1.661  -0.101

Cartesian forces, eV/Å:
Mo 0.12 0.23 0.21
S 0.04 -0.01 -0.06
N 0.08 -0.07 0.13
C -0.12 0.17 -0.16
C 0.02 -0.08 0.22
C 0.10 0.08 -0.04
C -0.07 0.00 0.02
C -0.02 -0.13 0.05
N -0.03 0.18 -0.44
C -0.15 0.05 -0.16
C -0.02 -0.24 -0.06
N -0.04 -0.14 -0.17
C 0.00 0.02 0.02
C 0.01 0.01 0.01
C 0.04 -0.03 -0.02
C -0.05 0.20 0.16
C 0.05 -0.19 0.17
N 0.00 0.11 -0.06
H -0.01 0.00 0.00
H -0.03 0.00 0.00
H 0.00 0.00 -0.01
H -0.01 -0.03 -0.01
H -0.01 0.00 0.00
H -0.01 0.01 0.00
C 0.05 -0.02 0.01
N -0.02 -0.05 -0.02
C -0.05 0.00 0.00
C 0.08 0.00 0.00
N -0.15 -0.03 0.07
N 0.00 0.01 0.00
C 0.04 -0.03 -0.06
N -0.05 0.01 0.04
N 0.02 0.01 0.04
H -0.01 0.00 0.01
H 0.00 0.01 0.01
H -0.03 0.02 0.00
H 0.02 0.00 -0.01
H 0.01 0.01 0.00
H 0.02 0.01 0.00
H 0.00 0.00 -0.03
H -0.02 0.01 0.01
H 0.01 -0.01 -0.01
H 0.02 0.01 -0.01
H 0.03 0.02 0.00
S -0.07 0.01 -0.07
C 0.26 -0.16 0.22

HOMO energy (spin up / spin down) ... -16.9768 / -16.8966 eV
Spin multiplicity ... 2
Net charge ... +3
Frontier orbital gap (spin up / spin down) ... 0.21194 / 0.21456 Eh
⟨S²⟩ ... 0.77

***

Question: Number 4 is which compound?
Answer: CHINOS